[1]
Entry from the OMol25 dataset: a cluster of 6 separate species, C26H64N3O5S in total in a non-equilibrium geometry (wB97M-V/def2-TZVPD).

Last column: Mulliken charge in e.
Atoms and positions in Å:
S -0.53179 0.21428 4.92561  -0.224
O -2.21718 5.39349 4.63961  -0.451
O 0.25269 1.69731 -7.71469  -0.412
O -5.91376 0.64301 0.44889  -0.444
O 4.28655 -3.03195 1.39304  -0.194
O 4.39722 -1.14819 -3.79736  -0.443
N 0.04301 -4.24469 1.79555  -0.259
N -1.73225 -2.84947 2.85097  0.010
N -0.64618 -4.68231 3.88060  -0.519
C -0.47193 2.73367 -5.60710  -1.053
C -1.04647 1.50066 -8.24966  -0.330
C 4.42287 -3.74489 0.17141  -0.217
C -8.29872 0.52729 1.05011  -1.016
C -5.34936 -1.56053 1.37332  -0.931
C 3.09604 -1.33416 -4.33113  -0.520
C 6.42173 -1.81734 1.23744  -1.018
C 0.80745 -4.30685 4.09887  -0.519
C 2.59476 -0.15517 -5.14626  -0.861
C 4.56253 -0.04693 -2.92243  -0.505
C -0.90116 -3.84010 2.74237  0.443
C 0.40933 2.80344 -6.84304  -0.372
C -5.43407 -0.05587 1.57734  -0.141
C 5.49551 -2.69414 2.06113  -0.451
C -1.18232 6.38261 2.63811  -0.974
C 3.68312 -0.11578 -1.68545  -0.762
C -0.24906 4.05909 5.26451  -0.858
C -0.35000 0.49889 3.09042  -1.003
C -0.22217 -0.93826 2.43656  0.130
C 5.12413 -5.08394 0.31995  -1.317
C -7.22011 0.29918 0.00592  -0.318
C -1.50013 6.50195 4.11847  -0.320
C 1.31295 -4.18098 2.60621  -0.190
C -1.61018 -1.57235 2.07601  -0.651
C -1.55367 2.67400 -9.06961  -1.026
C -1.58133 4.13444 4.53856  -0.186
H 3.15529 -2.21252 -4.97573  0.386
H 6.14664 -4.97099 0.68106  0.291
H -0.98045 0.62040 -8.89117  0.329
H -7.23668 -0.73426 -0.35639  0.294
H 0.24970 3.74093 -7.38501  0.345
H -0.66876 7.27927 2.28845  0.383
H -0.27300 1.81544 -5.04879  0.241
H -2.26770 3.41096 4.98290  0.284
H 3.87678 -1.03744 -1.13059  0.031
H -2.44798 -2.85817 3.56665  0.352
H 1.61005 -0.37337 -5.56298  0.411
H -2.53621 2.44725 -9.48633  0.384
H -1.07024 -4.22471 4.69070  0.286
H -1.75088 1.24791 -7.44948  0.299
H 4.40813 0.89339 -3.46086  0.347
H 0.62693 1.00497 2.97492  0.446
H -4.71038 -1.79388 0.51748  0.252
H -1.64541 3.58235 -8.47218  0.260
H -0.54137 5.52529 2.42417  0.226
H 2.51019 0.75264 -4.54558  0.215
H -7.42261 0.93144 -0.85924  0.340
H 5.91449 -0.89511 0.94586  0.233
H 0.90619 -3.35755 4.66447  0.266
H 1.28923 -5.06258 4.74037  0.354
H 7.30999 -1.55918 1.81526  0.406
H 0.17019 3.05539 5.18111  0.226
H -2.10034 6.25834 2.06024  0.282
H 3.87975 0.73536 -1.03043  0.439
H 2.07150 -4.95432 2.42573  0.226
H -1.46937 3.84970 3.48512  0.188
H 2.39094 -1.58546 -3.52988  0.282
H -0.37622 4.29978 6.32179  0.306
H 0.34499 -1.51667 3.19371  0.020
H -1.70646 -1.77440 0.99185  0.317
H 5.20400 -2.15393 2.96409  0.334
H -0.86748 2.88951 -9.89071  0.292
H 2.62103 -0.10284 -1.93759  0.302
H 5.16536 -5.59831 -0.64102  0.434
H 3.28063 0.05886 -5.96759  0.309
H 4.92271 -3.12182 -0.57605  0.220
H 1.45505 2.80163 -6.53100  0.332
H 0.48011 4.75994 4.85528  0.284
H -9.27936 0.28520 0.63885  0.387
H 6.00855 -3.60126 2.39583  0.369
H -2.13448 7.37504 4.27685  0.340
H -2.41114 -0.87327 2.38615  0.124
H -4.43158 0.33476 1.77203  0.128
H 1.70906 -3.15631 2.47098  0.175
H 0.42090 -0.92099 1.53171  0.325
H -6.32656 -2.00252 1.18066  0.381
H 4.59269 -5.71721 1.03488  0.274
H 0.06939 -3.57928 1.02334  0.379
H 6.75020 -2.31365 0.32329  0.261
H -0.28088 3.58919 -4.95658  0.393
H -0.58965 6.67170 4.70258  0.291
H 5.60899 -0.05715 -2.61401  0.363
H -6.03600 0.18582 2.45914  0.256
H -1.53279 2.73892 -5.86110  0.322
H -4.93611 -2.04255 2.26409  0.267
H -8.14749 -0.08891 1.93819  0.265
H -8.30291 1.57033 1.37170  0.295
H 3.40922 -3.91688 -0.19861  0.380
H -1.19292 1.07519 2.67697  0.366
H -1.78351 -0.28880 5.16620  0.113

Properties
Total charge = +1
LUMO energy = -3.38 eV


[2]
Entry from the OMol25 dataset: a cluster of 19 separate species, C22H22Cl54F9P in total in a non-equilibrium geometry (wB97M-V/def2-TZVPD).

Last column: Mulliken charge in e.
Atoms and positions in Å:
Cl 9.96757 -2.23965 7.96036  -0.127
Cl 2.75320 -11.70014 3.24713  -0.107
Cl 5.39772 -1.46947 2.55948  -0.025
Cl 7.94208 -2.88474 2.64289  -0.128
Cl 3.36273 -10.80636 0.54278  -0.141
Cl 2.53088 -6.95098 1.87842  -0.036
Cl 6.80957 -1.77946 5.08821  -0.105
Cl -0.23261 1.29767 -1.71751  0.076
Cl 8.39567 -4.68558 7.78628  -0.121
Cl 0.61894 -3.18367 -8.10789  -0.094
Cl -0.81277 -5.67907 -8.56286  -0.054
Cl -4.44956 9.91105 4.71248  -0.053
Cl 1.33929 3.74360 -1.54343  -0.086
Cl -0.92671 -3.86750 -2.80955  -0.098
Cl 0.70078 7.50617 4.13829  -0.040
Cl 0.93808 10.89409 2.79742  -0.163
Cl -7.00735 9.20351 5.91282  -0.127
Cl 2.69493 -0.53676 0.96436  -0.147
Cl -2.78043 -6.11265 -2.89131  -0.128
Cl 2.15950 -4.02636 2.57405  -0.180
Cl -6.77988 7.59211 2.91927  -0.056
Cl 0.55633 2.69781 -4.14673  -0.059
Cl -3.96445 -6.38091 -10.49876  -0.102
Cl 5.22196 -10.24917 2.71456  -0.098
Cl -0.89163 5.15272 0.27600  -0.226
Cl -1.74088 -4.99136 -5.37040  0.015
Cl 3.20528 -4.18968 5.28761  -0.142
Cl -2.19644 -3.13249 -8.85284  -0.122
Cl 3.00477 2.28987 -7.49972  -0.123
Cl 3.25856 8.21371 2.93794  -0.112
Cl 2.45656 -0.20995 3.84885  -0.126
Cl 2.96372 8.20041 5.83565  -0.147
Cl -2.27529 7.69930 -0.01399  -0.080
Cl 0.07526 -0.13697 2.17316  0.022
Cl 0.54008 7.64812 0.73096  -0.014
Cl -1.36744 0.67427 4.51343  -0.021
Cl -2.70878 1.34880 7.00937  -0.140
Cl -4.97349 6.00643 1.27413  0.001
Cl 0.06212 -8.40195 2.41099  -0.145
Cl -3.26787 -8.40724 -8.52582  -0.099
Cl -2.79812 3.19918 4.76172  -0.096
Cl -1.53511 12.32831 3.35439  -0.124
Cl -4.74441 9.89775 7.61019  -0.125
Cl 0.53158 3.72409 -6.94274  -0.117
Cl 1.14052 -7.76521 -4.90596  -0.117
Cl -3.70444 -9.16822 -11.30326  -0.124
Cl 9.18460 -3.28544 5.35706  -0.036
Cl 0.67165 -7.50817 -0.29336  -0.096
Cl 4.90328 -4.89223 3.02770  -0.098
Cl -5.86421 8.62222 0.35329  -0.132
Cl 0.60404 1.70676 -9.04251  -0.109
Cl 2.18007 -6.64392 -7.38505  -0.125
Cl -1.46265 10.31097 1.25462  -0.031
Cl 2.99425 -5.52005 -4.82420  -0.139
P -1.79847 2.36088 0.78479  0.787
F -1.58557 -0.38169 -0.98758  -0.217
F -1.98593 -2.73729 -0.06935  -0.190
F -5.39515 0.28356 -0.14382  -0.296
F -4.03184 1.63035 -1.54266  -0.289
F -4.08771 -2.09596 0.94792  -0.190
F -4.47812 2.33546 1.36005  -0.309
F -3.23317 0.45080 2.12364  -0.220
F -4.04173 -2.93921 -1.29175  -0.230
F -3.43893 -0.74317 -2.43522  -0.308
C -4.18732 -8.06701 -10.00187  0.019
C -3.05799 -0.60745 -0.97696  0.467
C -3.31857 -2.06918 -0.30930  0.633
C -0.65373 -3.98204 -9.04725  -0.100
C 3.59566 -3.83976 3.59508  0.936
C 4.04121 -11.40122 2.06766  -0.002
C -3.40502 1.35072 0.95575  0.478
C 2.15307 8.50970 4.29077  0.214
C 6.98637 -1.56459 3.33835  -0.129
C 1.35013 -8.10303 1.23152  0.619
C 1.68473 -0.84683 2.38662  0.708
C -2.24585 -4.63481 -3.70988  -0.044
C 1.67511 -6.28736 -5.72453  0.555
C -3.94886 0.63430 -0.40769  0.365
C -2.75755 1.49465 5.24420  -0.004
C 1.52350 2.96512 -8.19954  0.035
C -0.54319 11.56933 2.09760  -0.078
C -6.31046 7.16913 1.26392  -0.129
C -0.73258 6.84975 -0.20839  -0.238
C 1.02429 2.27906 -2.48988  -0.172
C 9.65257 -3.70419 7.01390  -0.050
C -5.55505 10.20704 6.06531  0.015
H 7.51493 -0.62495 3.15847  0.407
H -3.08750 -3.93851 -3.74791  0.258
H -0.26236 12.33591 1.37086  0.341
H 1.86305 -9.04794 1.03479  -0.355
H -2.14485 3.02538 2.04906  -0.054
H 1.94446 1.69058 -2.53027  0.315
H 4.55413 -12.34614 1.87094  0.338
H -2.20314 3.01804 -0.42913  0.114
H -0.45254 6.88166 -1.26443  0.342
H 1.57196 -1.92809 2.49984  -0.414
H 0.83346 -5.59107 -5.76256  -0.195
H -0.94494 1.20738 0.90446  -0.470
H -5.24792 -8.22672 -9.79144  0.305
H 10.57273 -4.29267 6.97352  0.334
H -0.37368 -3.95013 -10.10328  0.386
H 3.93421 -2.80275 3.52702  -0.539
H -5.85766 11.25699 6.03937  0.288
H -0.60600 3.17637 0.76764  0.043
H -7.16789 6.70369 0.77113  0.332
H 1.85046 9.55965 4.26484  0.132
H 1.80433 3.73169 -8.92627  0.316
H -3.67016 1.01297 4.88398  0.260

Properties
LUMO energy = -0.48 eV


[3]
Entry from the OMol25 dataset: a structure of composition C17H18BrFN2O3S in a non-equilibrium geometry (wB97M-V/def2-TZVPD).

Last column: Mulliken charge in e.
Atoms and positions in Å:
Br 6.91827 1.08726 0.20395  -0.126
S -1.84776 0.40212 1.12631  0.971
F 1.73217 1.26628 0.54870  -0.150
O 1.76610 -3.49612 -0.31487  -0.718
O -3.04123 0.43381 2.04113  -0.800
O -0.72284 -0.32973 1.53083  -0.719
N 1.34376 -1.50461 0.71262  -0.023
N -2.32231 -0.78002 -0.00914  0.320
C -0.59184 4.00923 0.24947  -0.561
C -2.44787 2.44255 -0.77448  -0.605
C -3.82529 -0.98780 -0.17058  -0.957
C -1.48961 -1.30313 -0.97439  -0.844
C 2.86118 0.34189 0.56650  0.429
C 3.97482 0.96767 0.53753  -0.360
C -0.51041 -3.05976 0.19641  -0.433
C -1.30035 4.37870 -0.87594  -0.424
C 0.90562 -2.70253 0.28309  0.532
C 3.92451 -1.74513 0.27818  -0.824
C 5.22008 0.37549 0.25258  -0.072
C -0.88934 2.62058 1.10985  -0.728
C 2.67767 -0.83871 0.19893  0.190
C -1.75613 1.79950 0.40069  0.949
C -1.24310 -2.69315 -0.91020  -0.677
C -2.11749 3.43884 -1.37218  -0.004
C 5.09218 -1.34901 0.20671  -0.290
H 0.73195 -0.75015 0.98920  0.379
H -1.04715 5.40802 -1.19014  0.352
H -2.66315 3.59147 -2.37154  0.259
H -0.86942 -2.49194 1.40674  0.169
H 5.94652 -1.89451 0.07039  0.553
H -4.34124 -0.59835 0.72124  0.341
H -4.29067 -0.59621 -1.18042  0.274
H -3.20389 1.65747 -1.33403  -0.002
H -0.49670 -2.79036 -1.92676  0.243
H -2.03778 -0.74690 -1.92083  0.455
H 3.72416 -2.90559 0.22652  0.198
H -0.35550 2.39765 1.96006  0.622
H -4.24091 -1.98332 -0.02548  0.325
H 4.08481 2.05414 0.34781  0.295
H 0.12353 4.65181 0.69829  0.410
H -2.17237 -3.14677 -0.94177  0.498
H -0.63840 -0.51010 -0.84065  0.245
H -0.56458 -4.12059 0.26966  0.308

Properties
LUMO energy = -0.32 eV
Energy relative to the best compared isomer or geometry (same formula, charge and spin) = 13.702 eV


[4]
Entry from the OMol25 dataset: a structure of composition C17H19NPSSn in a non-equilibrium geometry (wB97M-V/def2-TZVPD).

Last column: Mulliken charge in e.
Atoms and positions in Å:
Sn -0.93904 -0.47064 -0.52893  0.396
S -0.94206 -0.67928 3.05797  0.089
P -0.13129 2.27483 0.52653  -0.141
N -0.28752 -0.60061 1.56447  -0.266
C 0.82268 -3.97540 5.71692  -0.412
C 0.89133 0.99637 4.33683  -0.169
C 0.38037 -3.09907 3.49472  -0.146
C 1.23002 2.19056 4.98519  -0.712
C 0.24305 3.15020 5.24751  -0.415
C -1.41547 1.76292 4.17422  -0.323
C 0.19752 -2.86129 6.28732  -0.620
C 0.91573 -4.09002 4.32610  -0.544
C -0.42971 0.79152 3.93450  0.391
C -0.43199 -2.46913 -2.19881  0.153
C 1.01762 -0.16182 -1.47711  -0.981
C -0.20399 -1.96174 4.06859  0.303
C -0.38371 -1.34864 -3.07100  -0.626
C -0.31667 -1.85829 5.46755  -0.404
C 0.43902 -0.23767 -2.72290  0.213
C -1.07779 2.93819 4.83704  -0.570
C 0.04246 -2.35129 -0.91429  -0.685
H -0.84288 -3.40394 -2.60425  0.361
H 0.60089 0.50885 -3.51589  0.356
H -0.81082 -0.98904 5.90222  0.426
H -1.85078 3.68425 5.02784  0.410
H 0.98020 2.38969 1.41610  0.108
H 0.71901 -0.77600 1.57928  0.288
H 1.23341 -4.75327 6.36487  0.379
H -0.87580 -1.40792 -4.04959  0.417
H 1.63246 0.21570 4.17983  0.429
H 0.19374 3.32394 -0.38321  0.115
H 0.50542 4.07140 5.77014  0.400
H 1.39729 -4.96254 3.88483  0.389
H 0.10218 -2.76871 7.36961  0.390
H 0.05122 -3.16786 -0.19098  0.312
H 0.41083 -3.20508 2.41061  0.293
H 1.75668 0.61563 -1.19716  0.489
H -2.43829 1.55411 3.85736  0.407
H -1.07731 3.00064 1.31119  0.092
H 2.26001 2.36722 5.29399  0.412

Properties
Total charge = +1
LUMO energy (alpha / beta) = -4.55 / -4.52 eV
Energy relative to the best compared isomer or geometry (same formula, charge and spin) = 4.406 eV


Number 1: E -1967.31030 a.u.. Number 2: E -26941.58284 a.u.. Number 3: E -4065.41859 a.u.. Number 4: E -1667.30273 a.u..